One molecule with the formula C15H30N2O4S, computed with ωB97M-V/def2-TZVPD.

Geometry as XYZ:
```
52
Properties=species:S:1:pos:R:3:forces:R:3
C 1.895 -2.748 -1.658 0.04 -0.21 0.03
C 1.618 -3.453 -0.336 0.07 0.01 -0.26
C 0.942 -2.550 0.677 -0.79 -0.15 -0.23
S -0.855 -2.488 0.403 0.59 0.21 0.10
O -1.420 -1.810 1.543 0.13 0.18 0.01
O -1.331 -3.809 0.111 0.01 -0.12 -0.31
N -0.991 -1.562 -0.992 0.11 -0.64 0.83
C -1.987 -1.965 -1.968 -0.48 -0.52 -0.18
C -3.390 -1.450 -1.638 0.20 0.14 -0.12
C -3.375 0.060 -1.394 -0.02 -0.03 0.26
C -2.375 0.347 -0.278 -0.05 0.22 -0.40
C -2.232 1.809 0.118 -0.17 -0.62 0.09
O -2.521 2.752 -0.588 -0.03 0.29 -0.31
N -1.714 1.924 1.361 0.16 -0.01 0.47
C -1.272 3.167 1.939 0.21 0.29 -0.13
C 0.241 3.381 1.800 -0.14 -0.30 0.11
C 1.068 2.175 2.279 0.01 0.34 0.07
O 1.371 1.268 1.241 -0.01 -0.25 -0.27
C 2.500 1.620 0.441 0.28 -0.07 -0.19
C 2.163 1.417 -1.033 -0.03 0.19 0.47
C 3.708 0.776 0.856 -0.37 0.33 0.05
C -0.991 -0.142 -0.730 0.01 0.35 0.43
H 2.314 -3.448 -2.377 0.07 -0.02 -0.11
H 2.610 -1.939 -1.518 0.07 0.12 -0.03
H 0.976 -2.337 -2.064 0.05 0.05 -0.12
H 0.960 -4.307 -0.504 0.17 -0.11 0.04
H 2.558 -3.827 0.078 -0.10 -0.01 0.08
H 1.296 -1.523 0.650 0.06 0.20 0.08
H 1.032 -2.934 1.691 -0.10 0.04 0.12
H -1.976 -3.055 -1.993 -0.06 0.07 -0.24
H -1.663 -1.578 -2.941 0.04 -0.04 0.06
H -3.741 -1.957 -0.737 -0.09 -0.06 -0.01
H -4.064 -1.699 -2.459 -0.03 -0.06 0.02
H -4.368 0.409 -1.108 0.00 0.05 -0.07
H -3.080 0.595 -2.299 -0.03 0.07 -0.03
H -2.659 -0.228 0.607 0.04 0.13 -0.09
H -1.430 1.075 1.827 -0.11 -0.06 -0.09
H -1.551 3.180 2.997 -0.02 0.05 -0.08
H -1.803 3.969 1.419 -0.01 -0.07 0.17
H 0.477 3.566 0.750 0.07 0.07 -0.02
H 0.516 4.269 2.371 0.03 0.07 -0.02
H 0.510 1.600 3.023 0.08 0.06 0.07
H 1.997 2.522 2.751 -0.06 -0.08 0.02
H 2.737 2.681 0.602 -0.06 -0.07 0.01
H 3.007 1.721 -1.648 0.08 -0.01 -0.10
H 1.939 0.373 -1.230 -0.02 -0.17 -0.06
H 1.296 2.014 -1.306 -0.09 0.06 -0.07
H 4.583 1.066 0.280 0.14 0.00 -0.06
H 3.921 0.917 1.913 0.06 -0.01 0.10
H 3.502 -0.277 0.684 -0.02 -0.14 -0.05
H -0.243 0.058 0.037 0.05 0.22 -0.12
H -0.705 0.374 -1.652 0.06 0.00 0.06
```
Forces are in eV/Å.

## Properties
- HOMO-LUMO gap: 9.9819 eV
- HOMO: -9.25 eV
- Energy relative to the best compared isomer or geometry (same formula, charge and spin): 0.0 kJ/mol

***

C15H30N4O5Ti as an isolated structure, computed with ωB97M-V/def2-TZVPD.

Geometry as XYZ:
```
55
Properties=species:S:1:pos:R:3:forces:R:3
Ti -0.250 -0.021 -0.423 1.48 -1.26 1.02
C -2.418 1.826 0.060 0.20 0.46 0.10
C -1.208 2.435 0.782 -0.44 0.01 0.01
O -0.049 1.962 0.086 0.02 1.17 0.45
C 1.237 2.348 0.586 0.39 -0.11 -0.07
C 2.223 1.374 -0.066 -0.05 0.43 0.10
O 1.775 0.011 0.053 0.99 0.30 0.61
C 2.090 -0.638 1.298 -0.13 -0.13 0.31
C 0.904 -0.530 2.254 0.35 0.04 -0.03
O -0.314 -0.850 1.560 0.12 -0.61 0.63
C -0.639 -2.260 1.510 -0.12 -0.23 -0.16
C -0.495 -2.763 0.080 0.10 -0.10 0.29
O -1.127 -1.859 -0.838 -0.65 -0.95 0.17
C -2.564 -1.788 -0.803 -0.36 0.22 -0.03
C -3.053 -0.592 0.035 -0.08 -0.48 -0.09
O -2.113 0.455 -0.250 -2.22 0.66 0.41
H -2.586 2.357 -0.878 -0.09 -0.10 -0.02
H -3.310 1.894 0.681 0.01 -0.01 0.02
H -1.173 2.125 1.831 0.08 -0.05 -0.04
H -1.273 3.524 0.732 0.05 0.00 0.04
H 1.262 2.295 1.676 -0.09 -0.01 0.00
H 1.476 3.370 0.286 -0.05 0.01 0.00
H 3.217 1.489 0.367 0.02 -0.02 -0.04
H 2.275 1.577 -1.134 0.05 -0.08 -0.01
H 2.984 -0.200 1.744 0.01 0.00 -0.01
H 2.308 -1.680 1.063 -0.01 0.02 -0.08
H 0.787 0.487 2.621 -0.07 -0.01 0.02
H 1.041 -1.183 3.116 -0.02 -0.01 0.00
H -1.664 -2.379 1.862 0.02 0.09 0.05
H 0.005 -2.835 2.176 0.04 0.04 0.01
H -0.896 -3.774 -0.015 -0.05 0.03 -0.05
H 0.550 -2.766 -0.232 -0.02 -0.12 -0.02
H -2.993 -2.723 -0.442 0.02 0.00 0.02
H -2.875 -1.640 -1.836 0.06 -0.05 -0.01
H -4.056 -0.312 -0.289 0.02 0.05 -0.01
H -3.070 -0.796 1.107 0.07 0.09 0.01
C -2.261 0.508 -6.015 0.13 0.05 -0.11
C -0.922 -0.031 -6.513 0.10 -0.02 0.33
C -0.844 -1.551 -6.383 0.05 0.11 -0.11
C 0.285 0.655 -5.831 -0.26 -0.22 -0.63
N 0.316 0.446 -4.386 -0.38 0.33 0.26
C -0.347 1.113 -3.425 0.33 -0.31 -0.08
N -0.113 0.492 -2.286 0.05 0.98 -3.24
N 0.694 -0.555 -2.583 0.17 -0.15 -0.36
N 0.948 -0.583 -3.831 0.14 -0.12 0.01
H -3.069 0.085 -6.610 -0.03 0.02 0.03
H -2.315 1.595 -6.108 -0.04 -0.01 0.03
H -2.448 0.229 -4.975 0.00 -0.01 0.04
H -0.830 0.229 -7.570 0.09 0.04 0.00
H -0.948 -1.875 -5.346 -0.01 0.00 0.04
H 0.107 -1.929 -6.761 -0.01 -0.04 0.02
H -1.643 -2.017 -6.958 0.00 -0.01 0.02
H 0.273 1.729 -6.010 0.01 0.03 0.08
H 1.209 0.244 -6.231 0.08 0.05 0.11
H -0.931 2.004 -3.576 -0.04 -0.02 -0.04
```
Forces are in eV/Å.

## Properties
- 2S+1: 3
- HOMO-LUMO gap (spin up / spin down): 7.5402 / 11.7195 eV
- HOMO (spin up / spin down): -12.22 / -16.53 eV
- Total charge: +2
- Energy relative to the best compared isomer or geometry (same formula, charge and spin): 161.1 kJ/mol

***

One molecule with the formula C15H31BBrNO3P2S2, computed with ωB97M-V/def2-TZVPD.

Geometry as XYZ:
```
56
Properties=species:S:1:pos:R:3:forces:R:3
C -2.829 2.285 2.073 0.38 0.81 -0.20
C -1.850 3.624 2.210 -0.26 -0.67 -0.09
C -0.271 3.253 1.845 -0.74 -0.21 1.04
C 0.442 2.301 3.015 0.14 1.42 0.43
C 1.931 1.766 2.532 0.10 0.62 1.00
C 2.231 0.192 2.902 0.35 0.41 -0.03
C 2.860 -0.671 1.617 -1.86 0.75 0.39
C 2.157 -2.153 1.654 0.96 -0.90 -0.21
C 1.592 -2.683 0.201 0.87 -1.06 0.73
C 0.102 -2.131 -0.199 0.59 1.01 0.33
Br -1.087 -3.259 0.958 0.27 0.35 -1.00
C -0.291 -0.599 0.345 -1.96 2.45 4.55
O -0.806 -0.306 1.554 3.40 -1.73 -7.81
N -0.008 0.430 -0.727 -1.53 -3.94 1.28
C 0.248 -0.417 -1.991 -0.79 2.47 -0.01
S 2.117 -0.124 -2.206 0.98 -1.06 0.15
B -0.384 0.545 -3.165 -1.18 1.24 -2.29
C 0.628 1.336 -4.244 -1.05 1.13 -0.83
O -1.840 0.835 -3.357 2.55 0.45 2.08
C -0.283 -1.965 -1.815 1.46 0.64 2.18
P 0.581 -3.145 -3.072 -0.24 -1.04 0.04
S 0.914 -4.936 -2.389 -0.11 -0.06 0.28
P -2.151 -2.285 -2.269 -1.55 0.10 -0.73
C -3.296 -1.195 -1.129 -0.81 0.35 0.32
O -2.591 -3.947 -1.977 2.13 1.61 0.66
H -2.692 1.846 0.979 -0.37 0.69 2.39
H -3.950 2.609 2.224 2.21 -0.71 -0.32
H -2.535 1.493 2.887 -0.61 1.47 -1.82
H -2.225 4.463 1.450 0.78 -1.78 1.75
H -1.976 4.013 3.331 0.52 -0.64 -2.51
H 0.283 4.299 1.755 -0.84 -2.44 0.00
H -0.247 2.628 0.853 0.00 1.45 1.69
H 0.603 3.036 3.942 -0.35 -1.63 -1.87
H -0.266 1.450 3.409 1.43 1.57 -1.18
H 2.717 2.416 3.145 -1.57 -1.25 -1.58
H 2.054 2.026 1.395 -0.15 -0.76 2.07
H 3.002 0.153 3.791 -1.58 0.07 -1.67
H 1.213 -0.258 3.295 2.17 0.67 -1.03
H 2.517 -0.083 0.655 0.69 -1.33 1.81
H 4.031 -0.684 1.603 -2.30 -0.17 0.20
H 3.013 -2.916 1.986 -1.95 1.45 -0.82
H 1.307 -2.270 2.461 1.69 0.57 -1.66
H 1.488 -3.867 0.309 0.10 2.73 -0.46
H 2.423 -2.510 -0.605 -1.85 -0.02 1.34
H -0.687 1.214 -0.849 0.50 -1.13 0.63
H 2.496 1.065 -1.564 -1.33 -1.13 -0.32
H 1.259 2.193 -3.704 -1.04 -2.12 -1.22
H -0.049 1.923 -5.034 1.31 -1.29 1.69
H 1.286 0.603 -4.875 -0.91 1.51 1.48
H -2.094 1.701 -2.922 0.36 -1.36 -1.00
H -0.341 -3.308 -4.205 0.75 0.99 0.91
H 1.816 -2.633 -3.609 -0.94 0.47 0.28
H -3.707 -1.790 -0.210 1.06 1.29 -1.55
H -4.237 -0.917 -1.802 2.15 -0.70 1.25
H -2.786 -0.162 -0.847 -1.01 -2.36 -0.39
H -1.832 -4.488 -1.609 -1.01 0.75 -0.35
```
Forces are in eV/Å.

## Properties
- HOMO-LUMO gap: 8.0951 eV
- HOMO: -8.60 eV

***

A 2-piece molecular cluster, C15H31BNO9 overall, computed with ωB97M-V/def2-TZVPD.

Geometry as XYZ:
```
57
Properties=species:S:1:pos:R:3:forces:R:3
C 1.253 4.516 -1.662 -0.27 -0.39 -0.22
C 0.165 3.573 -2.495 0.32 1.06 1.48
O 0.774 2.238 -2.674 -2.75 0.47 1.04
C -0.160 1.299 -2.031 -0.39 -0.82 0.38
C 0.300 -0.288 -2.151 -1.04 0.23 0.21
O 1.088 -0.590 -3.356 0.26 -0.20 2.30
C 2.460 -1.037 -3.022 1.10 0.76 -0.23
C 2.620 -2.670 -3.022 0.20 -0.09 -1.06
O 3.518 -3.202 -1.975 -2.78 0.22 0.47
C 2.698 -3.470 -0.747 -0.10 -0.53 0.03
C 3.580 -3.393 0.633 2.04 0.45 -0.66
N 2.835 -3.768 1.894 -0.40 1.03 0.23
B 1.675 -2.838 2.198 -0.58 0.74 -0.01
O 1.765 -1.450 2.692 -0.31 -1.59 -2.08
C 0.146 -3.471 1.926 0.35 0.13 -1.31
C -0.932 -2.355 1.390 -1.10 -1.05 0.20
C 4.376 -1.946 0.841 3.62 5.92 0.52
O 4.899 -1.643 2.062 -2.91 -2.67 -5.31
O 4.614 -0.955 -0.221 -2.16 -5.51 4.43
H 2.347 4.406 -2.095 -2.37 0.19 0.78
H 0.917 5.646 -1.713 0.69 -2.29 0.22
H 1.264 4.130 -0.542 0.02 0.94 -2.38
H -0.200 4.068 -3.491 0.97 -1.12 1.63
H -0.784 3.499 -1.778 1.92 0.15 -1.62
H -0.229 1.561 -0.879 0.12 -0.56 -2.14
H -1.264 1.419 -2.462 2.32 -0.19 0.60
H 0.808 -0.578 -1.138 -0.49 0.44 -2.10
H -0.715 -0.908 -2.198 2.08 1.24 0.05
H 2.793 -0.504 -2.035 -0.33 -1.49 -1.63
H 3.171 -0.615 -3.883 -1.69 -0.87 1.84
H 1.541 -3.174 -3.017 2.19 1.01 0.17
H 3.129 -2.954 -4.063 -1.07 0.47 2.34
H 1.797 -2.726 -0.807 1.56 -1.29 0.62
H 2.292 -4.590 -0.820 0.63 2.34 0.12
H 4.451 -4.200 0.513 -1.84 1.78 0.09
H 3.499 -3.809 2.713 -0.52 0.55 -1.55
H 1.766 -0.776 1.951 0.30 -1.21 1.31
H -0.209 -4.099 2.847 0.45 1.26 -1.64
H 0.300 -4.240 1.027 -0.39 1.39 1.99
H -1.111 -1.460 2.138 0.63 -1.74 -1.66
H -1.976 -2.920 1.287 2.05 1.34 0.14
H -0.660 -2.003 0.294 -0.40 -0.49 2.41
C -4.330 2.951 4.111 -0.21 0.23 -0.21
C -3.366 1.935 3.521 0.17 0.35 0.55
O -3.878 1.380 2.303 0.06 0.41 -1.06
C -3.828 2.192 1.217 0.13 0.57 0.32
O -3.388 3.333 1.192 -0.59 -1.71 -0.04
O -4.378 1.531 0.170 0.44 0.35 0.81
C -4.487 2.322 -1.013 -0.03 0.23 -0.48
H -5.321 2.507 4.247 0.16 -0.06 0.10
H -3.967 3.313 5.077 -0.01 -0.10 -0.08
H -4.458 3.813 3.450 0.17 -0.12 0.09
H -3.249 1.103 4.223 -0.09 -0.05 -0.41
H -2.370 2.364 3.361 -0.25 -0.01 -0.15
H -3.519 2.746 -1.299 -0.21 0.02 0.18
H -5.227 3.114 -0.863 0.25 -0.01 -0.01
H -4.832 1.675 -1.824 0.06 -0.11 0.37
```
Forces are in eV/Å.

## Properties
- HOMO-LUMO gap: 6.2671 eV
- HOMO: -4.01 eV
- Total charge: -1

***

| no. | strongest force on any atom (eV/A) |
| --- | --- |
| 1 | 1.06 |
| 2 | 3.39 |
| 3 | 8.69 |
| 4 | 7.40 |